The following is a DFT calculation (ωB97M-V/def2-TZVPD) of 6 unconnected molecules or ions with the total composition C52H76F2N2O18S2Si at a distorted geometry.

Summary:
Calculated total energy = -129975.2439 eV
SMILES = C#CCc1c(S)cc(CN)c2c1N(CCOC(=O)CC)c1cc(C(F)(F)CC[Si](C)(C)c3ccccc3)cc(O)c1S2.CCOC(=O)OC.CCOC(=O)OC.CCOC(=O)OC.CCOC(=O)OC.CCOC(=O)OC
HOMO = -8.04 eV

Cartesian coordinates (Å):
1 C -3.5795 -2.6867 5.3844
2 C -4.3335 -2.3028 4.5276
3 C -5.5266 -1.9324 3.7196
4 C -5.8305 -2.9273 2.5881
5 C -6.0289 -4.2899 2.8161
6 S -5.9499 -5.0114 4.4729
7 C -6.2949 -5.1939 1.7793
8 C -6.4038 -4.7446 0.4665
9 C -6.6863 -5.7731 -0.6250
10 N -5.6775 -5.6847 -1.7114
11 C -6.2561 -3.3658 0.2498
12 C -5.9580 -2.4426 1.2520
13 N -5.7760 -1.0303 1.0610
14 C -6.9795 -0.2401 1.4200
15 C -7.8762 0.1450 0.2361
16 O -9.0034 0.8486 0.8079
17 C -10.1124 0.8228 -0.0057
18 O -10.6191 1.8690 -0.3123
19 C -10.7368 -0.4972 -0.4642
20 C -10.8927 -1.5375 0.6702
21 C -5.2115 -0.6560 -0.2019
22 C -4.3544 0.4687 -0.2089
23 C -3.7802 0.8467 -1.4199
24 C -2.8374 2.0525 -1.4609
25 F -3.2641 2.9025 -2.4681
26 F -2.9391 2.7365 -0.2856
27 C -1.3804 1.6766 -1.7927
28 C -0.3603 2.7193 -1.2422
29 Si 0.7411 2.1409 0.1790
30 C 1.5198 3.7202 0.9077
31 C 2.1771 1.0433 -0.3877
32 C -0.1814 1.2916 1.5950
33 C 0.1292 1.6972 2.9052
34 C -0.4830 1.1117 4.0158
35 C -1.4252 0.0927 3.8688
36 C -1.7524 -0.3105 2.5707
37 C -1.1408 0.2706 1.4629
38 C -3.9999 0.1657 -2.6162
39 C -4.8451 -0.9458 -2.6138
40 O -5.0687 -1.6520 -3.7554
41 C -5.4302 -1.3207 -1.4044
42 S -6.5040 -2.7483 -1.4202
43 H -2.8287 -2.9979 6.0813
44 H -6.4288 -1.8584 4.3448
45 H -5.3327 -0.9300 3.3240
46 H -4.9270 -5.8873 4.3111
47 H -6.4172 -6.2562 1.9842
48 H -7.7118 -5.6976 -1.0077
49 H -6.5720 -6.7759 -0.1841
50 H -5.0042 -6.4350 -1.6259
51 H -6.1517 -5.7687 -2.6025
52 H -6.6334 0.6825 1.9130
53 H -7.5888 -0.8073 2.1349
54 H -8.1804 -0.7374 -0.3408
55 H -7.3801 0.8741 -0.4233
56 H -10.0826 -0.9321 -1.2335
57 H -11.7039 -0.2362 -0.9014
58 H -11.4980 -2.3642 0.2694
59 H -11.3979 -1.1366 1.5550
60 H -9.9175 -1.9749 0.9273
61 H -4.1709 0.9837 0.7297
62 H -1.1485 0.6412 -1.5214
63 H -1.3201 1.7270 -2.8904
64 H -0.8261 3.6722 -0.9533
65 H 0.3188 2.9727 -2.0749
66 H 0.6773 4.3353 1.2659
67 H 1.9586 4.2712 0.0628
68 H 2.2371 3.5164 1.7072
69 H 2.9906 1.1471 0.3504
70 H 1.9244 -0.0286 -0.3947
71 H 2.6020 1.3510 -1.3552
72 H 0.8693 2.4666 3.1232
73 H -0.2007 1.4372 5.0184
74 H -1.8817 -0.3407 4.7539
75 H -2.4871 -1.1153 2.4794
76 H -1.4210 -0.1018 0.4772
77 H -3.5028 0.4865 -3.5318
78 H -4.8657 -1.1064 -4.5232
79 C 9.0001 0.3006 -3.6992
80 C 8.3435 0.5680 -2.3615
81 O 6.9197 0.7012 -2.4953
82 C 6.2456 -0.4379 -2.6592
83 O 6.7156 -1.5452 -2.6853
84 O 4.9535 -0.1339 -2.7969
85 C 4.1128 -1.2562 -3.0674
86 H 8.7226 1.0688 -4.4242
87 H 10.0855 0.2873 -3.5952
88 H 8.6830 -0.6574 -4.1098
89 H 8.7036 1.5148 -1.9638
90 H 8.5879 -0.2040 -1.6319
91 H 4.2448 -2.0370 -2.3206
92 H 4.3178 -1.6475 -4.0635
93 H 3.0841 -0.9068 -3.0295
94 C -5.5227 -7.4919 7.8586
95 C -6.4152 -6.2691 7.7946
96 O -7.5819 -6.4285 8.6146
97 C -7.3872 -6.2838 9.9249
98 O -6.3441 -6.0193 10.4640
99 O -8.5538 -6.4896 10.5415
100 C -8.4740 -6.4494 11.9670
101 H -6.0880 -8.3902 7.6043
102 H -4.6874 -7.3908 7.1638
103 H -5.1201 -7.6354 8.8608
104 H -6.7765 -6.1372 6.7769
105 H -5.8769 -5.3618 8.0710
106 H -8.0142 -5.5239 12.3086
107 H -7.9130 -7.3081 12.3345
108 H -9.4915 -6.5011 12.3460
109 C 9.9125 8.0081 -0.6061
110 C 10.8582 7.0470 -1.2963
111 O 10.3131 5.7215 -1.3585
112 C 9.3685 5.5315 -2.2803
113 O 8.9590 6.3532 -3.0577
114 O 8.9497 4.2671 -2.1875
115 C 7.8690 3.9416 -3.0651
116 H 9.6369 7.6300 0.3797
117 H 10.3808 8.9862 -0.4913
118 H 8.9918 8.1325 -1.1751
119 H 11.7794 6.9627 -0.7214
120 H 11.1257 7.3915 -2.2957
121 H 8.1089 4.1916 -4.0974
122 H 6.9632 4.4599 -2.7523
123 H 7.7027 2.8723 -2.9931
124 C 15.6432 -2.2476 -4.0374
125 C 14.9599 -1.9915 -2.7101
126 O 13.5401 -1.8559 -2.8635
127 C 12.8702 -2.9953 -3.0448
128 O 13.3442 -4.1007 -3.0737
129 O 11.5796 -2.6939 -3.2019
130 C 10.7481 -3.8182 -3.4993
131 H 15.3795 -1.4717 -4.7581
132 H 16.7264 -2.2600 -3.9117
133 H 15.3355 -3.2027 -4.4616
134 H 15.3057 -1.0453 -2.2962
135 H 15.1874 -2.7706 -1.9820
136 H 10.8739 -4.6058 -2.7588
137 H 10.9733 -4.1959 -4.4962
138 H 9.7184 -3.4696 -3.4749
139 C -2.7890 7.1560 -4.3884
140 C -1.8949 6.2947 -3.5210
141 O -0.6356 6.0298 -4.1593
142 C 0.2383 7.0360 -4.1486
143 O 0.0733 8.1162 -3.6452
144 O 1.3348 6.6378 -4.7999
145 C 2.3304 7.6532 -4.9390
146 H -2.9132 6.7044 -5.3742
147 H -3.7697 7.2722 -3.9262
148 H -2.3595 8.1462 -4.5375
149 H -2.3605 5.3223 -3.3651
150 H -1.7336 6.7403 -2.5388
151 H 2.5890 8.0842 -3.9736
152 H 1.9798 8.4299 -5.6178
153 H 3.2122 7.1809 -5.3643

Mulliken population analysis, charges in e, atoms 1 to 5: -0.26, -0.60, -0.65, -0.51, 1.17